Density functional theory data (ωB97M-V/def2-TZVPD) for a structure of composition H17O9Pb in a non-equilibrium geometry.

Cartesian coordinates (Å):
Pb -0.807 2.274 -1.065
O -0.553 0.402 0.111
H 0.089 -0.001 -0.477
O 1.473 -2.263 -1.465
H 2.266 -2.666 -1.807
H 1.285 -1.613 -2.106
O -0.713 -2.179 0.799
H -0.559 -1.231 0.605
H -1.623 -2.220 1.120
O 2.741 -0.484 0.353
H 2.104 -0.999 -0.130
H 3.575 -0.853 0.049
O -0.237 3.326 1.067
H 0.125 4.200 1.148
H 0.392 2.758 1.477
O 0.992 0.765 2.119
H 1.742 0.356 1.789
H 0.403 0.496 1.413
O 0.282 0.255 -2.499
H -0.178 -0.467 -2.894
H 0.990 0.362 -3.133
O -2.680 -0.836 -1.197
H -3.420 -0.268 -1.076
H -2.062 -0.436 -0.661
O -2.264 0.414 2.088
H -1.837 0.381 2.930
H -1.524 0.528 1.452

charge: +1
spin multiplicity: 1
gap between HOMO and LUMO: 7.05 eV

Density functional theory data (ωB97M-V/def2-TZVPD) for a structure of composition C36H37N4O4PdSb2 in a non-equilibrium geometry.

Cartesian coordinates (Å):
Pd 0.016 -0.337 0.029
C 0.337 2.901 1.366
C 1.859 2.622 1.312
C 2.341 1.280 1.914
Sb 2.599 -0.168 0.348
C 1.755 0.336 -1.478
C 1.868 1.571 -2.173
C 1.292 1.707 -3.406
C 0.571 0.654 -3.997
C 0.470 -0.556 -3.363
C 1.094 -0.725 -2.110
C 4.597 -0.425 -0.069
C 4.955 -0.873 -1.347
C 6.293 -0.869 -1.698
C 7.250 -0.482 -0.768
C 6.893 -0.093 0.515
C 5.559 -0.100 0.892
Sb -1.022 1.899 0.053
C -2.888 2.041 0.970
C -3.057 1.696 2.312
C -4.299 1.860 2.905
C -5.366 2.351 2.163
C -5.195 2.691 0.828
C -3.955 2.540 0.224
C -1.241 2.885 -1.768
C -0.690 4.151 -1.947
C -0.898 4.819 -3.146
C -1.648 4.223 -4.152
C -2.196 2.961 -3.968
C -1.992 2.282 -2.774
H 0.149 3.969 1.240
H -0.048 2.636 2.352
H 2.332 3.365 1.960
H 2.282 2.815 0.325
H 1.645 0.893 2.645
H 3.331 1.352 2.359
H 2.446 2.392 -1.769
H 1.411 2.638 -3.943
H 0.130 0.798 -4.974
H -0.030 -1.395 -3.825
H 1.224 -1.733 -1.745
H 4.202 -1.179 -2.063
H 6.596 -1.178 -2.689
H 8.295 -0.498 -1.045
H 7.654 0.195 1.226
H 5.283 0.165 1.903
H -2.226 1.330 2.904
H -4.434 1.617 3.950
H -6.333 2.479 2.631
H -6.024 3.085 0.256
H -3.831 2.826 -0.812
H -0.113 4.633 -1.166
H -0.486 5.808 -3.289
H -1.816 4.751 -5.081
H -2.791 2.508 -4.750
H -2.425 1.296 -2.637
C -3.674 -2.195 -0.821
C -2.395 -2.847 -0.455
N -1.265 -2.240 -0.162
C -0.324 -3.249 0.089
C -0.946 -4.473 -0.042
N -2.227 -4.185 -0.379
C -0.652 -5.957 0.076
O 0.563 -6.350 0.400
O -1.575 -6.697 -0.093
C 1.101 -3.051 0.447
O 1.854 -3.945 0.695
O 1.515 -1.751 0.510
H -3.664 -1.155 -0.507
H -4.516 -2.696 -0.343
H -3.829 -2.239 -1.900
H -2.909 -4.920 -0.543
H 1.180 -5.596 0.503
C 0.227 -2.840 4.139
N -0.831 -2.012 3.539
C -2.231 -2.393 3.790
C -0.556 -0.983 2.829
N -0.307 -0.024 2.192
H 0.111 -3.868 3.795
H 0.143 -2.806 5.223
H 1.203 -2.470 3.835
H -2.393 -3.403 3.415
H -2.895 -1.699 3.280
H -2.427 -2.366 4.860

charge: +3
spin multiplicity: 1
gap between HOMO and LUMO: 6.76 eV

Density functional theory data (ωB97M-V/def2-TZVPD) for a cluster of 2 separate species, C6H10O in total.

Cartesian coordinates (Å):
C 0.729 0.532 0.902
C -0.248 -2.301 0.413
C 1.759 0.594 0.066
C -0.515 -1.996 -0.839
C -0.776 2.028 -0.502
C -0.634 1.030 0.620
O -1.584 0.648 1.265
H 0.828 0.048 1.865
H -0.981 -2.184 1.194
H 0.710 -2.694 0.712
H 2.719 0.186 0.336
H 1.694 1.042 -0.910
H 0.214 -2.112 -1.628
H -1.475 -1.606 -1.135
H -0.032 2.818 -0.419
H -1.775 2.453 -0.489
H -0.631 1.513 -1.451

charge: 0
spin multiplicity: 1
gap between HOMO and LUMO: 10.16 eV
SMILES: C=CC(C)=O.C=C

Density functional theory data (ωB97M-V/def2-TZVPD) for the ion C10H18N3O with charge +1 in a non-equilibrium geometry.

Cartesian coordinates (Å):
C -0.686 -1.048 2.868
C -1.886 -1.410 2.582
C 0.124 -1.465 -1.664
C 0.085 0.928 -2.300
C 1.942 0.042 -0.916
C -0.786 -1.026 -0.510
C -0.529 1.333 -0.957
C 0.993 -0.278 -2.070
C 1.146 0.140 0.394
C 1.647 1.274 1.276
N -2.302 0.481 1.254
N -0.997 0.715 1.235
N -0.317 0.262 0.062
O -2.701 -0.836 1.634
H 0.196 -0.995 3.444
H -2.427 -2.262 2.977
H 0.757 -2.299 -1.362
H -0.483 -1.801 -2.504
H -0.693 0.671 -3.020
H 0.655 1.759 -2.712
H 2.702 -0.734 -0.823
H 2.456 0.983 -1.115
H -1.814 -0.878 -0.848
H -0.787 -1.773 0.285
H -0.083 2.242 -0.555
H -1.605 1.492 -1.034
H 1.558 -0.509 -2.973
H 1.220 -0.794 0.961
H 2.673 1.056 1.558
H 1.048 1.370 2.175
H 1.641 2.227 0.754
H -2.746 1.133 1.904

charge: +1
spin multiplicity: 1
gap between HOMO and LUMO (alpha / beta): 8.49 / 8.70 eV

Density functional theory data (ωB97M-V/def2-TZVPD) for the molecule C19H20N2O4.

Cartesian coordinates (Å):
C -1.935 -4.362 -3.224
H -2.134 -3.875 -4.185
O -2.533 -3.668 -2.158
C -2.156 -2.378 -1.927
C -2.793 -1.735 -0.865
C -2.491 -0.432 -0.537
C -1.531 0.264 -1.268
C -0.900 -0.373 -2.330
C -1.204 -1.681 -2.662
H -0.692 -2.140 -3.493
H -0.156 0.161 -2.906
N -1.157 1.584 -0.985
C -1.435 2.324 0.120
O -2.152 1.969 1.031
C -0.719 3.673 0.133
C 0.304 3.703 1.272
N 1.134 2.511 1.321
C 1.417 1.899 2.537
O 1.048 2.314 3.600
C 2.249 0.669 2.257
H 3.182 0.714 2.820
C 2.400 0.637 0.735
C 1.697 1.878 0.240
O 1.623 2.257 -0.905
H 3.425 0.617 0.364
C 1.638 -0.663 0.339
C 2.501 -1.778 0.879
C 2.399 -1.758 2.201
H 2.912 -2.369 2.919
C 1.460 -0.635 2.567
H 1.028 -0.655 3.563
C 0.504 -0.677 1.370
H -0.075 -1.598 1.328
H -0.176 0.169 1.318
H 3.119 -2.408 0.267
H 1.367 -0.716 -0.712
H 0.945 4.585 1.171
H -0.207 3.743 2.239
H -1.457 4.453 0.325
H -0.230 3.868 -0.820
H -0.458 1.956 -1.616
H -2.988 0.050 0.288
H -3.533 -2.285 -0.305
H -0.853 -4.461 -3.084
H -2.388 -5.352 -3.224

charge: 0
spin multiplicity: 1
gap between HOMO and LUMO: 8.72 eV
SMILES: COc1ccc(NC(=O)CCN2C(=O)[C@@H]3[C@H](C2=O)[C@H]2C=C[C@@H]3C2)cc1

Density functional theory data (ωB97M-V/def2-TZVPD) for the molecule C16H15ClN4S.

Cartesian coordinates (Å):
N 4.805 -0.693 -0.701
C 3.883 -0.049 -0.904
C 2.711 0.754 -1.137
H 2.289 0.478 -2.107
H 3.003 1.807 -1.173
C 1.682 0.528 -0.013
N 0.537 1.401 -0.165
C -0.236 1.402 -1.276
S -1.187 2.678 -1.728
N -0.157 0.323 -2.124
C -0.231 -1.023 -1.779
C -0.696 -1.456 -0.537
C -0.754 -2.805 -0.239
C -0.365 -3.746 -1.177
C 0.078 -3.336 -2.424
C 0.146 -1.988 -2.718
Cl 0.708 -1.470 -4.277
H 0.377 -4.059 -3.167
H -0.411 -4.798 -0.945
H -1.113 -3.117 0.729
H -1.030 -0.726 0.186
H -0.439 0.529 -3.076
C 0.248 2.350 0.900
C -0.724 1.726 1.868
C -2.096 1.881 1.701
C -2.958 1.225 2.564
C -2.412 0.429 3.560
N -1.110 0.275 3.730
C -0.293 0.908 2.908
H 0.763 0.752 3.095
H -3.040 -0.110 4.257
H -4.027 1.328 2.463
H -2.478 2.503 0.905
H -0.190 3.245 0.450
H 1.179 2.621 1.401
H 2.148 0.758 0.946
H 1.390 -0.528 0.006

charge: 0
spin multiplicity: 1
gap between HOMO and LUMO: 8.75 eV
SMILES: N#CCCN(Cc1cccnc1)C(=S)Nc1ccccc1Cl

E_tot in a.u., matching the order above: -879.92730 -2521.38279 -309.79059 -630.88554 -1146.53574 -1696.11305